## 1
Here is 2 unconnected molecules or ions with the total composition C5H14N2O from the Open Molecules 2025 dataset. Energies are from the ωB97M-V functional and the def2-TZVPD basis.

Positions of all 22 atoms, in Å:
N (-1.71280, 3.02560, 0.12196)
C (-0.94292, 2.15062, -0.73415)
C (-1.40697, 0.88854, -1.03729)
C (-0.58132, -0.29354, -1.52285)
C (0.64449, -0.85401, -0.69169)
C (1.86465, 0.09674, -0.30408)
N (1.68145, 0.80551, 1.08191)
H (-2.24450, 2.49850, 0.71589)
H (-1.30436, 3.86099, 0.58884)
H (0.00756, 2.74279, -0.94033)
H (-2.44598, 0.67070, -0.62267)
H (-0.24762, -0.12273, -2.52069)
H (-1.30072, -1.13788, -1.76228)
H (0.30489, -1.34123, 0.16612)
H (0.89563, -1.66969, -1.37367)
H (2.13906, 1.05404, -0.98893)
H (2.64158, -0.59658, -0.22624)
H (0.69386, 1.06666, 0.98320)
H (1.73944, 0.01399, 1.74945)
O (-0.20426, -4.31373, 2.82800)
H (-0.80944, -4.41116, 2.06514)
H (0.58829, -4.13413, 2.42437)

Output
M: 118.2 g/mol
E_LUMO: 0.6 eV
gap between HOMO and LUMO: 8.65 eV


## 2
Here is a single C5H14N2O molecule from the Open Molecules 2025 dataset. Energies are from the ωB97M-V functional and the def2-TZVPD basis.

Positions of all 22 atoms, in Å:
C (-0.67672, -0.24009, -2.15936)
N (-1.12052, -0.41646, -0.79436)
C (-0.05980, -0.67202, 0.17255)
C (-0.41902, -1.92498, 0.95282)
O (0.54514, -2.35809, 1.88182)
C (0.16921, 0.52309, 1.10861)
C (1.11433, 1.59282, 0.53927)
N (0.44365, 2.51917, -0.39087)
H (-0.15683, -1.10004, -2.58972)
H (-1.50188, -0.03076, -2.83608)
H (-0.02259, 0.62404, -2.20866)
H (-1.89547, -1.04924, -0.65643)
H (0.87712, -0.80805, -0.36753)
H (-1.34317, -1.74686, 1.50796)
H (-0.67256, -2.73472, 0.24480)
H (1.39332, -2.40155, 1.42569)
H (-0.75300, 1.03919, 1.34541)
H (0.65122, 0.12961, 2.00016)
H (1.50967, 2.15865, 1.38232)
H (1.96710, 1.14769, 0.01613)
H (-0.53423, 2.27556, -0.51599)
H (0.48505, 3.47304, -0.05855)

Output
M: 118.2 g/mol
E_LUMO: 0.9 eV
gap between HOMO and LUMO: 9.62 eV


## 3
Here is 2 unconnected molecules or ions with the total composition C5H14N2O from the Open Molecules 2025 dataset. Energies are from the ωB97M-V functional and the def2-TZVPD basis.

Positions of all 22 atoms, in Å:
C (-1.58452, 2.36876, 0.52164)
N (-1.18604, 1.80146, -0.56887)
C (-0.23370, 2.52119, -1.41215)
C (0.81246, 1.52732, -1.95979)
H (-2.43803, 1.92610, 1.07291)
H (-0.97801, 3.16674, 0.95311)
H (0.23375, 3.40300, -0.93586)
H (-0.85831, 2.86984, -2.28981)
H (1.35416, 1.15651, -1.07245)
H (0.34303, 0.70001, -2.48690)
H (1.46349, 1.97589, -2.71790)
N (0.87481, -3.40667, 1.91772)
C (0.91321, -2.16428, 1.09929)
C (-0.43763, -1.87477, 0.53578)
O (-0.37617, -0.83959, -0.49646)
H (1.76982, -3.62860, 2.34389)
H (0.09613, -3.40751, 2.56824)
H (1.58630, -2.38658, 0.26392)
H (1.29723, -1.28906, 1.61540)
H (-1.15055, -1.66350, 1.31004)
H (-0.72912, -2.78285, 0.01887)
H (-0.77229, 0.02659, -0.28063)

Output
M: 118.2 g/mol
E_LUMO: 0.8 eV
gap between HOMO and LUMO: 9.91 eV


## 4
Here is 2 unconnected molecules or ions with the total composition C5H14N2O from the Open Molecules 2025 dataset. Energies are from the ωB97M-V functional and the def2-TZVPD basis.

Positions of all 22 atoms, in Å:
C (-0.65305, -0.42494, -3.96204)
N (-1.02106, 0.53100, -3.23233)
C (-1.25545, 0.24671, -1.82571)
C (-0.74689, 1.36612, -0.92140)
H (-0.48377, -1.43962, -3.58058)
H (-0.50420, -0.25477, -5.02313)
H (-2.33000, 0.15196, -1.67076)
H (-0.80268, -0.70792, -1.52987)
H (-1.29342, 1.33473, 0.01691)
H (0.32018, 1.29920, -0.72448)
H (-0.95281, 2.33397, -1.37936)
N (0.81026, -2.23361, 2.39916)
C (1.41204, -0.89777, 2.41726)
C (0.30530, 0.13875, 2.26658)
O (0.78900, 1.44848, 2.00281)
H (1.51662, -2.93482, 2.58870)
H (0.46887, -2.43603, 1.46515)
H (2.15447, -0.72691, 1.63182)
H (1.87779, -0.76517, 3.39185)
H (-0.31502, 0.15150, 3.16599)
H (-0.35957, -0.13800, 1.44575)
H (1.30443, 1.72923, 2.76461)

Output
M: 118.2 g/mol
E_LUMO: 0.9 eV
gap between HOMO and LUMO: 10.57 eV


If we sort the structures by their calculated energies, the order from most to least stable is 2, 4, 3, 1.